Density functional theory data (ωB97M-V/def2-TZVPD) for C37H91Br3O18 as an isolated structure.

```
149
Properties=species:S:1:pos:R:3:forces:R:3
C -1.77520 4.32663 4.45267 -0.125 0.454 0.085
Br -0.88623 4.96316 6.00862 0.013 0.274 0.762
Br -0.93568 5.16431 2.95966 -0.078 -0.053 -0.544
Br -3.69332 4.53405 4.48809 0.197 0.126 -0.025
H -1.59418 3.28180 4.45274 0.100 -0.876 -0.286
C -2.52112 1.76004 6.90698 2.057 -0.227 1.083
O -1.85157 1.21889 5.78277 -0.323 -0.270 -0.546
C -0.81599 0.23970 5.99952 -1.175 1.340 -0.795
C -1.24998 -1.18512 6.13932 0.776 -0.353 0.113
O -2.01063 -1.56569 4.99523 0.902 0.313 1.158
C -2.29099 -2.93441 5.09648 -0.802 0.002 -0.478
H -2.75144 0.95618 7.62758 0.329 0.376 0.145
H -3.47175 2.13607 6.61574 -0.604 0.605 -0.548
H -1.84978 2.59298 7.35048 -1.299 -1.310 -0.275
H -0.21299 0.58914 6.79774 0.713 -0.016 1.240
H -0.22417 0.35666 5.11161 0.418 -0.291 -0.528
H -1.82297 -1.37366 7.06530 -0.011 0.102 -0.255
H -0.26251 -1.76828 6.25994 -1.284 0.415 -0.412
H -2.62207 -3.19506 6.10260 -0.374 -0.007 0.106
H -1.40516 -3.52978 4.92171 0.329 -0.310 -0.399
H -3.08832 -3.11894 4.35853 0.418 -0.334 0.333
C 5.72467 1.15982 -1.58513 -0.149 1.125 -0.451
O 5.55540 2.53948 -1.28485 -0.446 -0.328 0.704
C 4.76375 2.66064 -0.15424 -0.687 0.322 1.962
C 4.39086 4.13209 0.09472 0.248 -0.886 -0.784
O 3.11283 4.25153 0.60559 -0.931 0.362 -1.161
C 2.90176 3.87756 1.94785 -0.189 1.725 -1.828
H 6.16182 0.61030 -0.74991 0.193 -0.046 -0.078
H 6.36195 1.29610 -2.43468 0.584 -1.146 -0.560
H 4.76375 0.72131 -1.86800 0.046 -0.174 0.001
H 5.27366 2.26508 0.76986 -0.094 -0.041 -0.761
H 3.78381 2.11631 -0.21091 0.633 0.163 -0.361
H 4.41010 4.57453 -0.89222 -0.180 0.428 -0.213
H 5.09094 4.65404 0.71502 0.768 0.285 0.485
H 3.12303 4.76950 2.50266 0.013 0.144 1.137
H 3.51591 3.06934 2.16857 0.944 -1.632 0.988
H 1.86480 3.64696 1.91259 -0.890 -0.401 0.905
C 1.57724 -5.36754 -5.17627 0.272 0.686 1.198
O 2.22314 -4.10682 -4.91798 -0.987 0.024 -0.993
C 3.36631 -4.15359 -4.12388 -0.153 -0.979 0.260
C 3.87061 -2.77343 -3.67279 1.662 -1.310 0.077
O 3.21041 -2.19414 -2.57932 0.253 0.019 -0.065
C 1.91846 -1.68968 -2.88703 -0.063 0.683 0.772
H 0.78896 -5.19865 -5.89753 0.165 0.025 -0.367
H 1.08311 -5.65135 -4.25894 -0.349 -0.223 0.432
H 2.23677 -6.21030 -5.40760 0.322 0.392 -0.523
H 4.14638 -4.59948 -4.75329 0.419 -0.063 0.257
H 3.16989 -4.87420 -3.26994 0.442 0.940 -0.379
H 3.97310 -2.08863 -4.53126 -0.388 -0.111 0.117
H 4.95986 -3.02967 -3.37894 -1.602 0.735 0.024
H 1.95317 -0.82917 -3.58754 0.005 -0.446 0.316
H 1.46620 -1.37658 -1.92629 0.395 0.184 -0.447
H 1.27867 -2.46672 -3.24447 -0.405 -0.492 -0.699
C 2.80215 -1.23956 6.93299 0.999 -1.614 0.088
O 2.79933 -1.61572 5.55577 -0.305 0.454 0.634
C 2.88353 -0.50106 4.72319 0.296 0.673 -1.340
C 4.28346 -0.26553 4.12265 -1.708 -0.239 -0.097
O 4.34552 -1.21998 3.09611 -0.437 -0.718 1.016
C 5.57841 -1.36619 2.52999 1.822 0.717 -1.067
H 2.14329 -2.01336 7.36939 0.516 0.587 0.498
H 2.43184 -0.22806 7.13869 -0.101 -0.211 -0.220
H 3.86772 -1.32398 7.31630 -1.246 0.105 -0.057
H 2.62972 0.38584 5.29092 -0.364 0.432 0.013
H 2.16423 -0.64965 3.86332 0.829 0.294 0.919
H 5.10296 -0.25936 4.83700 0.216 -0.749 0.259
H 4.31090 0.73118 3.70984 -0.112 0.718 -0.479
H 6.43267 -1.40025 3.24322 -0.541 0.281 0.008
H 5.71925 -0.46978 1.85199 0.443 -1.079 0.213
H 5.65398 -2.33327 2.01575 -0.333 0.451 -0.314
C -0.38675 0.85993 2.33041 -0.160 -0.773 -0.181
O -0.07881 0.51137 0.98617 1.078 0.343 0.575
C 1.26325 0.03750 0.91103 0.424 -0.305 -0.460
C 1.39176 -1.48733 1.14373 -0.119 0.629 0.746
O 1.00154 -1.77599 2.48644 0.503 0.564 -0.455
C 1.27243 -3.11531 2.83798 -2.873 0.798 0.340
H 0.29617 1.52632 2.84693 0.822 0.057 -0.249
H -0.53385 -0.03951 2.90409 0.072 -0.301 0.436
H -1.29391 1.38388 2.32256 -1.583 0.724 -0.227
H 1.92862 0.66155 1.57824 -0.576 -0.912 -0.288
H 1.64000 0.22932 -0.10298 -0.287 0.018 0.009
H 2.44059 -1.78098 0.99926 -0.003 0.088 -0.056
H 0.77261 -2.10051 0.46133 0.067 0.495 -0.046
H 0.45470 -3.69481 2.38127 0.264 -0.468 0.219
H 1.18548 -3.14819 3.92431 0.336 -0.313 -0.089
H 2.18323 -3.43189 2.45277 1.939 -0.664 -0.379
C 2.01761 5.46489 -5.21084 -1.399 0.627 -0.163
O 2.09336 4.77676 -3.97123 -0.227 -0.476 -0.836
C 1.05436 3.80562 -3.80884 -1.338 2.731 -0.009
C 1.28890 3.09972 -2.53928 0.526 -1.112 1.797
O 0.52501 1.89744 -2.35516 2.090 0.283 -1.559
C -0.68005 2.13887 -1.77189 -2.410 0.063 -1.564
H 2.79555 6.19003 -5.21393 1.094 0.234 -0.039
H 1.11006 6.16112 -5.34135 0.590 -1.396 0.425
H 2.09451 4.80662 -6.10060 -0.054 0.180 0.545
H 0.90772 3.13611 -4.60912 0.505 -0.999 -1.312
H 0.10844 4.40894 -3.79643 0.292 -0.560 0.218
H 1.05563 3.73908 -1.68624 0.319 0.268 0.043
H 2.35366 2.82620 -2.47706 -0.276 0.028 -0.031
H -1.39192 1.36568 -2.10363 0.297 0.050 0.152
H -1.13647 3.08988 -2.08622 0.109 0.014 0.040
H -0.61707 2.09922 -0.74021 0.039 0.039 2.325
C -5.09440 -1.54895 -2.49138 0.967 0.898 -0.248
O -3.73842 -1.10593 -2.44034 -0.033 0.234 0.878
C -3.13468 -1.32514 -1.15832 0.124 1.948 0.073
C -3.29548 -0.15933 -0.14819 -0.575 -1.950 1.169
O -4.65502 -0.15978 0.34457 0.515 0.291 -0.196
C -4.90524 0.77164 1.39377 0.433 -0.554 0.590
H -5.02706 -2.59147 -2.57486 -0.379 -1.880 -0.394
H -5.51971 -1.11830 -3.40791 -0.213 -0.121 0.604
H -5.60210 -1.35030 -1.55932 -0.501 0.595 0.003
H -2.06533 -1.28251 -1.38804 0.035 -0.777 0.250
H -3.50961 -2.20978 -0.63174 0.307 -0.322 -0.454
H -3.00554 0.77019 -0.56996 0.019 1.019 -0.400
H -2.58940 -0.36988 0.70379 -0.497 0.107 -0.651
H -5.87590 1.22084 1.24946 -0.254 0.220 -0.230
H -4.13826 1.53601 1.43244 0.050 0.341 -0.200
H -4.91703 0.30338 2.40264 0.086 -0.168 -0.585
C -0.28405 -4.29979 -1.71108 0.000 0.383 1.161
O -0.55884 -4.23877 -3.07840 -2.445 -0.182 -0.355
C -2.01872 -4.02955 -3.27374 0.648 -0.875 1.414
C -2.65186 -4.86587 -4.36185 1.565 0.163 0.052
O -2.20835 -4.39025 -5.62582 -0.372 0.111 0.484
C -3.08589 -4.80996 -6.62727 -1.682 -0.625 0.476
H -0.58318 -5.22558 -1.17289 -0.100 0.096 -0.658
H -0.77327 -3.46950 -1.13234 0.515 -0.383 -0.521
H 0.79063 -4.22168 -1.62523 0.348 0.150 0.227
H -2.19014 -3.02197 -3.54063 0.084 1.385 -0.279
H -2.52270 -4.15651 -2.26492 0.374 -0.262 -1.219
H -3.72660 -4.81945 -4.29877 -0.583 0.200 0.154
H -2.34223 -5.89294 -4.28171 0.032 -0.784 0.250
H -2.89573 -4.18665 -7.48368 0.167 -0.200 -0.580
H -4.17567 -4.61266 -6.31092 1.303 -0.218 -0.436
H -3.02315 -5.92312 -6.82184 0.133 1.085 -0.082
C -3.34742 4.64590 0.14007 -0.566 -0.393 -0.271
O -3.80973 3.38138 -0.36435 0.111 0.848 -0.679
C -4.25950 3.56996 -1.70009 -0.886 -0.488 -0.437
C -4.29969 2.22087 -2.46540 -0.209 2.313 -1.083
O -4.64001 2.56526 -3.85032 0.206 -1.039 1.069
C -4.51878 1.41927 -4.71757 -1.369 0.510 1.435
H -3.39852 4.50858 1.20765 0.765 0.163 0.443
H -4.08854 5.45934 -0.05160 0.567 -0.445 -0.300
H -2.33422 4.88227 -0.29081 -0.912 -0.045 0.646
H -3.71834 4.42072 -2.16452 0.166 -0.931 -0.250
H -5.31192 3.87334 -1.72464 -0.090 0.400 0.380
H -5.03045 1.57199 -2.00698 -0.401 -0.293 0.065
H -3.35086 1.75798 -2.41732 1.020 -0.636 -0.216
H -3.55321 0.99607 -4.58133 0.828 -0.695 -0.011
H -4.63991 1.78781 -5.70546 -0.054 0.286 -0.929
H -5.32656 0.66677 -4.51864 0.696 0.540 -0.059
```
Forces are in eV/Å.

Values from the calculation:
Electronic energy in eV: -286812.7692
HOMO-LUMO gap in eV: 9.16
E_HOMO in eV: -9.1
LUMO level in eV: 0.081

***

Density functional theory data (ωB97M-V/def2-TZVPD) for an isolated ion of composition C3H8BrN2 and charge +1.

```
14
Properties=species:S:1:pos:R:3:forces:R:3
C 0.78408 -2.55736 -0.44028 1.241 0.346 -0.823
N 0.02233 -1.38004 -0.75181 2.534 6.094 1.452
C 0.54026 -0.14713 -0.53733 -1.393 -5.124 0.524
Br 2.18120 0.40596 0.53027 -1.481 -0.774 -1.078
C -0.24562 1.00584 -0.98623 1.092 2.726 1.354
N -0.85808 1.82743 0.18652 1.350 0.397 1.982
H 0.20204 -3.35990 -0.83534 0.029 -0.843 0.009
H 1.14819 -2.74295 0.57183 -0.615 0.391 0.279
H 1.72204 -2.41420 -1.01076 -0.303 -0.593 -0.001
H -1.12060 0.75214 -1.48227 -1.151 -0.841 -1.556
H 0.38064 1.78732 -1.47825 -0.529 -0.851 -0.064
H -0.18660 2.14127 0.93696 0.227 -0.022 -1.415
H -1.44747 1.31283 0.83059 -0.951 -0.732 -0.535
H -1.34931 2.66513 -0.13256 -0.049 -0.173 -0.126
```
Forces are in eV/Å.

Values from the calculation:
Electronic energy in eV: -76255.2114
HOMO-LUMO gap in eV: 10.11
ΔE to the lowest compared entry with this formula, charge and spin in kcal/mol: 48.42
E_HOMO in eV: -14.3
SMILES: C/N=C(\Br)C[NH3+]
Net charge: +1
LUMO level in eV: -4.213

***

Density functional theory data (ωB97M-V/def2-TZVPD) for one molecule with the formula C6H14O.

```
21
Properties=species:S:1:pos:R:3:forces:R:3
C 2.48527 -1.15308 -0.88839 0.534 0.073 -0.057
O 1.13750 -1.17180 -0.52063 0.106 -0.077 0.036
C 0.85930 0.08656 0.03216 0.013 0.299 0.060
C -0.65249 0.26228 0.23562 0.063 0.095 -0.061
C -0.87938 1.76118 0.41268 -0.046 0.127 -0.013
C -1.40541 -0.25385 -0.99563 -0.021 0.031 -0.071
C -1.19101 -0.47826 1.47615 0.107 0.013 -0.035
H 2.70316 -0.13691 -1.28685 0.283 -0.811 -0.409
H 2.67947 -1.96866 -1.58913 0.017 0.279 -0.023
H 3.14371 -1.26261 -0.01881 0.005 -0.147 0.088
H 1.35168 0.83208 -0.67397 -1.159 -0.211 0.758
H 1.39709 0.20021 0.99487 -0.185 0.028 -0.118
H -0.31267 2.14037 1.27345 -0.118 -0.020 -0.136
H -1.94050 1.97582 0.57575 0.125 0.023 -0.003
H -0.54506 2.29709 -0.48281 -0.104 0.024 0.143
H -1.30651 -1.34035 -1.09278 0.001 0.224 0.031
H -1.01834 0.19963 -1.91507 -0.074 -0.023 0.095
H -2.47077 -0.00944 -0.90672 0.144 -0.019 -0.043
H -1.06574 -1.56417 1.39039 0.053 0.198 -0.017
H -2.26765 -0.27311 1.57982 0.281 -0.063 -0.039
H -0.70163 -0.14298 2.39990 -0.025 -0.041 -0.186
```
Forces are in eV/Å.

Values from the calculation:
Electronic energy in eV: -8496.0505
HOMO-LUMO gap in eV: 10.74
ΔE to the lowest compared entry with this formula, charge and spin in kcal/mol: 19.41
E_HOMO in eV: -9.8
SMILES: COCC(C)(C)C
LUMO level in eV: 0.920

***

Density functional theory data (ωB97M-V/def2-TZVPD) for a 7-piece molecular cluster, C5H23NO8 overall.

```
37
Properties=species:S:1:pos:R:3:forces:R:3
C -0.59306 -2.01358 -2.09867 0.035 -0.144 -0.768
C 0.39604 -0.97983 -1.67234 -0.119 0.585 0.036
O 1.58821 -1.04737 -1.85207 -0.238 -0.081 -0.220
N -0.20313 0.17118 -1.01759 0.165 0.183 0.274
C -0.30347 1.29931 -1.96020 0.367 0.124 -0.509
C 0.50118 0.54810 0.21873 0.153 -0.312 0.520
C -0.27433 0.01108 1.42559 -0.088 0.061 -0.392
O 0.35307 0.58852 2.57688 0.246 0.489 -0.297
H -0.72464 -2.74868 -1.30979 0.197 -0.080 0.202
H -0.24009 -2.51250 -3.00433 0.052 -0.100 0.211
H -1.57635 -1.60037 -2.29717 -0.064 0.284 0.047
H -0.79233 0.99518 -2.89338 -0.036 -0.074 0.247
H -0.87967 2.11098 -1.51960 -0.131 -0.087 0.091
H 0.68179 1.71463 -2.22808 -0.135 -0.178 0.106
H 1.52233 0.15884 0.25885 -0.141 -0.065 -0.219
H 0.63991 1.63261 0.31422 -0.354 -0.142 -0.213
H -1.32434 0.28475 1.36482 0.019 0.181 0.117
H -0.25965 -1.08001 1.47403 0.250 0.039 -0.059
H -0.08217 0.30281 3.37365 -0.367 -0.268 0.433
O -3.12467 0.97940 -0.10201 0.421 0.564 -0.037
H -2.30480 0.77340 -0.58162 -0.230 -0.240 -0.110
H -2.80291 1.69100 0.49231 -0.403 -0.200 -0.203
O 1.25547 -2.61749 0.37550 0.127 -0.180 0.364
H 1.77587 -2.20486 1.08267 0.011 0.033 0.141
H 1.91455 -2.77617 -0.30634 -0.032 -0.027 -0.171
O -1.77723 2.80612 1.41552 0.810 -0.012 0.409
H -1.49238 3.68375 1.14307 -0.129 0.091 -0.039
H -0.97332 2.40550 1.80325 -0.484 0.160 -0.100
O -2.99079 -1.55999 0.80001 0.411 0.023 -0.232
H -3.23982 -0.63745 0.58518 -0.152 -0.240 0.082
H -2.13106 -1.62811 0.35433 -0.382 -0.214 0.203
O 3.14698 1.43144 -1.43106 -0.276 0.183 -0.279
H 3.83353 1.17164 -0.81853 0.184 -0.145 0.162
H 2.70152 0.61010 -1.69010 0.141 -0.081 0.119
O 2.68553 -0.81407 2.25329 0.118 -0.240 -0.241
H 3.17919 -0.92404 3.07634 -0.374 0.194 -0.181
H 1.91504 -0.22583 2.39466 0.429 -0.082 0.504
```
Forces are in eV/Å.

Values from the calculation:
Electronic energy in eV: -23428.4439
HOMO-LUMO gap in eV: 9.94
ΔE to the lowest compared entry with this formula, charge and spin in kcal/mol: 36.70
E_HOMO in eV: -9.8
SMILES: CC(=O)N(C)CCO.O.O.O.O.O.O
LUMO level in eV: 0.178

***

Density functional theory data (ωB97M-V/def2-TZVPD) for a 2-piece molecular cluster, H2N3O3S overall.

```
9
Properties=species:S:1:pos:R:3:forces:R:3
N 0.82921 -0.49251 -0.68312 1.393 2.360 -1.066
N 1.35432 0.48614 -1.23100 -0.901 -3.124 0.910
N 0.47186 -0.39720 0.70449 -1.335 -0.634 1.695
O 2.90727 -2.05620 -2.83700 0.051 -2.346 0.982
O 2.03999 -0.40394 -4.41684 -1.306 -0.456 -0.604
O 3.90394 0.15743 -3.11661 1.652 0.625 1.078
S 2.77130 -0.70486 -3.21436 -1.174 2.966 -0.619
H 0.08360 0.43393 1.22062 0.753 -0.342 -1.525
H -0.11911 -1.21351 0.98358 0.867 0.952 -0.851
```
Forces are in eV/Å.

Values from the calculation:
Electronic energy in eV: -21478.3832
HOMO-LUMO gap (spin up / spin down) in eV: 6.32 / 7.99
ΔE to the lowest compared entry with this formula, charge and spin in kcal/mol: 115.83
E_HOMO (spin up / spin down) in eV: -3.0 / -4.1
Net charge: -1
LUMO level (spin up / spin down) in eV: 3.372 / 3.866

***

Density functional theory data (ωB97M-V/def2-TZVPD) for a 2-piece molecular cluster, C4H11NS overall.

```
17
Properties=species:S:1:pos:R:3:forces:R:3
C -1.67065 0.29286 -0.70462 -5.232 -0.456 2.255
C -0.32515 -0.86604 -0.79650 4.236 -0.473 1.072
C -0.23881 0.31645 0.01192 -0.610 -1.731 -1.048
S 2.55516 -0.70796 -0.74517 0.889 1.125 1.481
C 3.11823 0.43129 0.82892 -1.144 -1.921 -0.840
N -2.74291 -0.62094 0.19823 2.228 2.207 -0.901
H -1.89735 1.36915 -0.59435 -0.151 -0.303 -0.395
H -2.03528 0.00715 -1.72883 1.349 0.289 0.575
H -0.70289 -1.78866 -0.36836 -0.334 0.336 0.103
H 0.30981 -1.02404 -1.67486 -0.679 0.927 -0.280
H 0.33807 1.18010 -0.28075 0.285 -0.275 -0.369
H -0.29417 0.16697 1.09260 -0.471 0.177 -0.332
H 2.90760 -0.21028 1.70491 0.340 0.378 -0.346
H 2.51462 1.33327 0.93588 0.063 0.084 -0.276
H 4.18399 0.67595 0.78518 -0.326 -0.141 -0.239
H -2.41988 -0.47227 1.16291 -0.116 -0.207 -0.313
H -3.60039 -0.08302 0.17290 -0.328 -0.015 -0.147
```
Forces are in eV/Å.

Values from the calculation:
Electronic energy in eV: -16645.5213
HOMO-LUMO gap in eV: 5.89
ΔE to the lowest compared entry with this formula, charge and spin in kcal/mol: 144.64
E_HOMO in eV: -6.6
LUMO level in eV: -0.657